The following is a DFT calculation (wB97M-V/def2-TZVPD) of a cluster of 3 separate species, C3H13NO2S2 in total at a distorted geometry.

The geometry in ORCA input format:
```
! wB97M-V def2-TZVPD RIJCOSX def2/J DEFGRID3
* xyz -1 2
S 0.246 -2.414 -3.229
S 0.816 -1.007 -1.763
C -0.469 -0.585 -0.586
C -0.101 -1.091 0.866
N 0.712 -0.015 1.536
C 0.941 -0.447 2.926
H -0.852 -1.880 -3.664
H -0.616 0.507 -0.627
H -1.476 -0.991 -0.703
H 0.413 -2.061 0.880
H -1.072 -1.187 1.383
H 1.626 0.016 1.116
H 0.670 0.348 3.602
H 1.980 -0.839 3.019
H 0.275 -1.213 3.334
H 1.603 3.021 0.573
H 1.411 1.884 -0.453
O 1.946 2.661 -0.246
H -2.355 1.263 -2.183
H -2.707 2.468 -2.935
O -2.991 1.562 -2.846
*
```

For the LUMO energy (spin up / spin down), the calculation gives 3.2 / 3.1 eV. The energy above the lowest of the compared OMol25 structures with the same formula, charge and spin is 2.021 eV. The value obtained for the HOMO-LUMO gap (spin up / spin down) is 3.15 / 6.62 eV. The expectation value of S² is 0.753. Its total energy is -1123.6478 a.u.

=====

The following is a DFT calculation (wB97M-V/def2-TZVPD) of a cluster of 4 separate species, C3H13NO3 in total at a distorted geometry.

The geometry in ORCA input format:
```
! wB97M-V def2-TZVPD RIJCOSX def2/J DEFGRID3
* xyz -1 2
C -2.740 -0.208 1.095
C -2.148 0.171 -0.107
N -0.796 -0.235 -0.515
C -0.554 0.283 -1.857
H -2.820 -1.189 1.556
H -3.327 0.506 1.703
H -2.610 0.925 -0.801
H -0.573 -1.213 0.011
H -1.074 -0.265 -2.643
H -0.701 1.354 -2.012
H 0.507 0.078 -2.122
H 0.969 2.310 0.074
H 0.428 0.836 0.479
O 1.079 1.599 0.761
H 0.425 -1.476 1.147
H 2.362 -1.157 0.801
O 1.416 -1.479 1.019
H 2.822 0.374 0.488
H 3.752 -1.070 0.584
O 3.583 -0.144 0.340
*
```

For the LUMO energy (spin up / spin down), the calculation gives 3.8 / 3.6 eV. The energy above the lowest of the compared OMol25 structures with the same formula, charge and spin is 4.168 eV. The value obtained for the HOMO-LUMO gap (spin up / spin down) is 3.17 / 6.76 eV. The expectation value of S² is 0.756. Its total energy is -402.3693 a.u.

=====

The following is a DFT calculation (wB97M-V/def2-TZVPD) of a cluster of 4 separate species, C3H13NO3 in total at a distorted geometry.

The geometry in ORCA input format:
```
! wB97M-V def2-TZVPD RIJCOSX def2/J DEFGRID3
* xyz 0 1
C -0.561 1.079 -2.070
C -0.941 -0.200 -1.654
C -1.351 -1.323 -2.617
N -0.677 -0.686 -0.303
H 0.268 1.609 -1.543
H -0.967 1.574 -3.020
H -2.397 -1.455 -2.442
H -1.200 -1.057 -3.661
H -0.871 -2.333 -2.391
H -0.712 -1.710 -0.204
H -0.173 -0.231 0.413
O 4.448 3.374 3.523
H 4.850 2.597 3.913
H 4.905 4.185 3.809
O 1.534 0.675 1.704
H 2.187 1.360 1.567
H 0.902 0.962 2.436
O -2.750 -2.908 1.049
H -3.622 -3.420 1.044
H -2.872 -2.092 0.448
*
```

For the LUMO energy, the calculation gives 0.7 eV. The energy above the lowest of the compared OMol25 structures with the same formula, charge and spin is 1.853 eV. The value obtained for the HOMO-LUMO gap is 8.24 eV. The structure (SMILES) is C=C(C)N.O.O.O. Its total energy is -402.5123 a.u.